22
Properties=species:S:1:pos:R:3 method="wB97M-V/def2-TZVPD" fmax_ev_per_a=4.6 e_lumo_ev=-5.290 spin_multiplicity=1 e_above_lowest_kcal_mol=72.4 energy_ev=-16764.5194 charge=+1
C 0.72191 2.68563 -0.46551
C 0.66144 1.79214 0.50862
C -1.87269 -1.08832 -0.65400
C -1.83677 -0.63914 0.88142
C -0.84520 -0.06940 -1.28970
C -0.40572 -0.66858 1.36840
C 2.90378 -1.11272 -0.24227
P 0.41595 0.04798 -0.01213
H 1.08064 3.72881 -0.32437
H 0.61265 2.43103 -1.57045
H 0.71159 1.89466 1.57492
H -1.51575 -2.09569 -0.83934
H -2.85500 -0.97008 -0.90826
H -2.24223 0.43662 0.93396
H -2.53397 -1.39942 1.44010
H -0.62221 -0.52397 -2.21358
H -1.29316 0.89096 -1.42909
H -0.05625 -0.08691 2.27341
H -0.13667 -1.67604 1.72727
H 3.08268 -0.39284 0.59091
H 3.25342 -1.00172 -1.29447
H 2.77153 -2.18300 -0.05581